A molecular structure, C53H44ClN8SSeTa in a non-equilibrium geometry. Source: the OMol25 dataset; level of theory: wB97M-V/def2-TZVPD.

Results
- LUMO (Ha) = -0.231
- molecular weight (g/mol) = 1120.4
- largest force on an atom (eV/Å) = 1.949
- E_HOMO (eV) = -12.060
- net charge = +2
- relative energy (zero: lowest compared OMol25 entry of this formula, charge and spin) (kcal per mole) = 25.7
- frontier orbital gap (Ha) = 0.2121
- spin multiplicity = 1

Cartesian coordinates (Å):
Ta -0.3621 -0.5378 -0.5848
C -2.6405 0.8684 6.5519
C -1.5406 1.2820 5.8185
C -1.3997 0.8507 4.5158
C -2.3545 0.0346 3.9199
C -3.4664 -0.3572 4.6500
C -3.5971 0.0536 5.9673
C -2.0393 -0.3987 2.5426
C -2.7247 0.1408 1.4648
C -3.9160 0.9284 1.5367
C -4.3549 1.0930 0.2609
C -3.4234 0.4219 -0.5945
C -3.5658 0.3114 -1.9750
C -4.7059 1.0134 -2.6199
C -4.6191 2.3841 -2.8424
C -5.6548 3.0583 -3.4631
C -6.7944 2.3754 -3.8517
C -6.8879 1.0122 -3.6279
C -5.8475 0.3289 -3.0216
C -2.6584 -0.3347 -2.8141
N -1.4987 -0.9603 -2.4385
C -0.8177 -1.2466 -3.5914
C 0.4336 -1.8530 -3.6400
C 1.1763 -1.8583 -4.9168
C 0.9119 -2.7661 -5.9308
C 1.6740 -2.7432 -7.0862
C 2.6840 -1.8088 -7.2410
C 2.9403 -0.8958 -6.2316
C 2.1993 -0.9276 -5.0651
C 1.0650 -2.4482 -2.5484
C 2.1745 -3.3404 -2.6587
C 2.4256 -3.8108 -1.4083
C 1.4944 -3.1787 -0.5278
N 0.6735 -2.3351 -1.2394
C 1.4446 -3.3660 0.8524
C 0.5563 -2.6779 1.6805
C 0.3621 -2.9875 3.0607
C -0.5975 -2.1454 3.5287
C -1.0016 -1.3290 2.4321
N -0.2904 -1.6539 1.3003
C 2.3798 -4.3458 1.4615
C 2.2373 -5.7112 1.2264
C 3.1215 -6.6157 1.7901
C 4.1748 -6.1716 2.5720
C 4.3299 -4.8150 2.8015
C 3.4330 -3.9083 2.2617
C -1.5810 -0.8185 -4.7205
C -2.7311 -0.2798 -4.2404
N -2.4120 -0.1249 0.1558
H -2.7554 1.1860 7.5755
H -0.7896 1.9205 6.2613
H -0.5508 1.1470 3.9219
H -4.2063 -1.0004 4.2008
H -4.4458 -0.2760 6.5474
H -4.3696 1.2844 2.4412
H -5.2316 1.6172 -0.0670
H -3.7282 2.9152 -2.5429
H -5.5616 4.1181 -3.6405
H -7.6039 2.9052 -4.3265
H -7.7733 0.4744 -3.9281
H -5.9270 -0.7341 -2.8556
H 0.1309 -3.4977 -5.7956
H 1.4853 -3.4624 -7.8662
H 3.2667 -1.7871 -8.1496
H 3.7277 -0.1685 -6.3514
H 2.4073 -0.2383 -4.2589
H 2.6629 -3.5780 -3.5835
H 3.1816 -4.5029 -1.0956
H 0.8688 -3.7706 3.5885
H -1.0372 -2.1038 4.5055
H 1.4207 -6.0647 0.6165
H 2.9921 -7.6723 1.6145
H 4.8684 -6.8788 3.0020
H 5.1561 -4.4675 3.4029
H 3.5669 -2.8517 2.4405
H -1.2757 -0.9391 -5.7390
H -3.5464 0.1430 -4.7901
S 2.3240 0.0095 -1.0461
C 2.7086 1.6892 -0.8890
N 3.4390 2.0543 0.1571
C 3.6810 3.4360 0.5225
C 3.7168 4.2987 -0.7349
C 2.4884 4.0058 -1.5915
N 2.3511 2.5740 -1.8008
H 3.7272 1.3191 0.7843
H 4.6258 3.4961 1.0664
H 2.8692 3.7657 1.1866
H 4.6259 4.0906 -1.3014
H 3.7231 5.3526 -0.4601
H 2.5779 4.4917 -2.5638
H 1.5784 4.3767 -1.1034
H 1.7634 2.2686 -2.5657
C 2.3111 0.9835 3.9464
N 1.7775 2.3061 3.7616
C 2.0073 3.3692 4.5956
C 1.3152 4.4276 4.1088
N 0.6633 4.0081 2.9872
C -0.2062 4.8057 2.1684
C 0.9423 2.7022 2.7756
Se 0.3003 1.8293 1.2225
H 2.7910 0.9293 4.9214
H 3.0408 0.7462 3.1713
H 1.5128 0.2417 3.9015
H 2.6379 3.2989 5.4598
H 1.2422 5.4334 4.4731
H -0.2314 5.8256 2.5431
H -1.2125 4.3866 2.1801
H 0.1422 4.7948 1.1337
Cl -0.5751 1.5608 -1.6103

A molecular structure, C53H45BrCaCl3IN7OPS2Se in a non-equilibrium geometry. Source: the OMol25 dataset; level of theory: wB97M-V/def2-TZVPD.

Results
- LUMO (Ha) = -0.020
- molecular weight (g/mol) = 1323.3
- largest force on an atom (eV/Å) = 1.055
- E_HOMO (eV) = -7.002
- relative energy (zero: lowest compared OMol25 entry of this formula, charge and spin) (kcal per mole) = 20.1
- frontier orbital gap (Ha) = 0.2372
- spin multiplicity = 1

Cartesian coordinates (Å):
Ca 0.0890 -0.7021 1.0207
C 4.1545 -2.8595 1.8693
C 3.0044 -2.2722 1.1158
N 1.8175 -2.7273 1.0527
N 1.4675 -3.8640 1.6979
C 0.2171 -4.3864 1.4836
N -0.0930 -5.3433 2.3735
S -0.7951 -3.9268 0.2435
C 3.2305 -1.0113 0.3267
C 4.4797 -0.4538 0.1936
C 4.6053 0.7364 -0.5217
C 3.4902 1.3129 -1.0834
C 2.2651 0.6775 -0.9071
N 2.1348 -0.4541 -0.2166
H 3.8922 -3.7425 2.4444
H 4.5605 -2.1165 2.5636
H 4.9499 -3.1446 1.1773
H 2.0530 -4.2473 2.4163
H 0.3484 -5.3575 3.2797
H -1.0357 -5.6894 2.3217
H 5.3452 -0.9070 0.6592
H 5.5766 1.2085 -0.6164
H 3.5491 2.2438 -1.6303
H 1.3548 1.0997 -1.3147
C -5.3814 -1.6831 -0.4761
C -5.4098 -0.2956 -0.3523
C -4.5342 0.3457 0.5124
C -3.6288 -0.3885 1.2874
C -3.6236 -1.7752 1.1699
C -4.4878 -2.4192 0.2860
P -2.3262 0.4802 2.2582
C -3.2869 1.7218 3.1906
C -4.5909 1.4944 3.6367
C -5.2679 2.4704 4.3556
C -4.6507 3.6885 4.6305
C -3.3587 3.9249 4.1847
C -2.6798 2.9473 3.4617
C -1.8136 -0.7702 3.5004
C -2.4856 -0.9458 4.7196
C -2.0099 -1.8559 5.6507
C -0.8549 -2.5786 5.3623
C -0.2050 -2.3874 4.1472
C -0.6348 -1.4810 3.1523
H -6.0565 -2.1836 -1.1605
H -6.1102 0.2877 -0.9399
H -4.5554 1.4293 0.5922
H -2.9321 -2.3602 1.7651
H -4.4605 -3.5004 0.2030
H -5.0802 0.5530 3.4149
H -6.2785 2.2827 4.7006
H -5.1831 4.4527 5.1866
H -2.8774 4.8749 4.3883
H -1.6762 3.1343 3.0937
H -3.3690 -0.3615 4.9549
H -2.5223 -1.9881 6.5976
H -0.4581 -3.2756 6.0965
H 0.7196 -2.9472 3.9984
Cl 2.6220 -3.8661 -9.4899
C 1.7371 -2.9437 -8.3144
C 2.3790 -2.4717 -7.1882
C 1.6471 -1.7293 -6.2742
C 0.2948 -1.4473 -6.4441
C -0.3838 -0.6211 -5.3632
C -1.3785 -1.4115 -4.5261
N -1.4928 -0.8340 -3.1944
C -2.1013 0.3607 -2.8588
C -1.7837 0.5810 -1.5569
N -1.0108 -0.4700 -1.0757
C -0.8601 -1.2939 -2.0983
O -1.0639 0.5032 -5.8748
C -0.2963 1.7127 -5.8643
C -0.4365 2.4672 -4.5770
C -1.5784 3.1121 -4.2137
Cl -3.0318 3.1908 -5.1313
S -1.4861 3.8360 -2.6735
C 0.1217 3.3032 -2.4721
C 0.5534 2.5878 -3.5490
C -0.3209 -1.9576 -7.5912
Cl -2.0213 -1.7576 -7.9165
C 0.3924 -2.6953 -8.5233
H 3.4318 -2.6729 -7.0337
H 2.1484 -1.3448 -5.3899
H 0.4058 -0.2862 -4.6826
H -1.0594 -2.4462 -4.4211
H -2.3465 -1.3901 -5.0209
H -2.6751 0.9306 -3.5782
H -2.0306 1.4237 -0.9288
H -0.3071 -2.2261 -2.0819
H -0.6776 2.3089 -6.6901
H 0.7556 1.4926 -6.0673
H 0.6427 3.5557 -1.5569
H 1.5506 2.1633 -3.6271
H -0.1066 -3.0801 -9.4032
Se 0.2103 2.6921 0.9349
C 0.9372 4.2695 0.1727
C 0.1032 5.2644 -0.3418
C 0.6615 6.3935 -0.9270
N 1.9772 6.6147 -1.0414
C 2.7722 5.6644 -0.5379
C 2.3132 4.4999 0.0644
H -0.9733 5.1497 -0.2824
H 0.0140 7.1670 -1.3313
H 3.8410 5.8467 -0.6186
H 3.0166 3.7736 0.4587
Br 5.8239 0.8191 3.3023
C 4.6473 -0.1064 4.4738
C 5.2439 -0.9559 5.3999
C 4.4539 -1.6737 6.2867
C 3.0727 -1.5413 6.2462
C 2.4864 -0.6899 5.3224
C 3.2633 0.0450 4.4249
I 2.2130 1.2881 3.0763
H 6.3229 -1.0471 5.4225
H 4.9226 -2.3299 7.0109
H 2.4470 -2.0976 6.9353
H 1.4059 -0.5940 5.2831